ORCA calculation (ωB97M-V/def2-TZVPD) on C2H5N3O2 in the gas phase.

As for the frontier orbital gap: 9.23 eV. As for the largest force on an atom: 1.747 eV Å⁻¹. The calculation puts the HOMO energy at -9.6 eV. Its structure (SMILES) is NC(=O)NCN=O. Its spin multiplicity is 1. As for the relative energy (zero: lowest compared OMol25 entry of this formula, charge and spin): 3.289 eV.

The geometry in XYZ format:
```
12
Properties=species:S:1:pos:R:3:nbo_charge:R:1
N -1.336 1.325 0.040 -0.85
C -0.241 0.984 0.800 0.78
O -0.002 1.504 1.867 -0.63
N 0.678 0.123 0.204 -0.67
C 0.161 -0.917 -0.617 -0.16
N 1.156 -2.049 -0.688 0.16
O 2.015 -2.136 0.149 -0.27
H -1.840 2.130 0.377 0.41
H -1.326 1.181 -0.955 0.39
H 1.444 -0.144 0.817 0.42
H 0.079 -0.620 -1.674 0.20
H -0.788 -1.381 -0.319 0.22
```

ORCA calculation (ωB97M-V/def2-TZVPD) on C5H6N2 in the gas phase.

As for the frontier orbital gap: 10.89 eV. As for the largest force on an atom: 1.337 eV Å⁻¹. The calculation puts the HOMO energy at -10.0 eV. Its structure (SMILES) is N#C[C@H]1C[C@H]2CN21. Its spin multiplicity is 1. As for the relative energy (zero: lowest compared OMol25 entry of this formula, charge and spin): 2.617 eV.

The geometry in XYZ format:
```
13
Properties=species:S:1:pos:R:3:nbo_charge:R:1
N 2.586 -1.148 0.985 -0.30
C 1.617 -0.526 0.878 0.25
C 0.653 0.527 0.556 -0.17
C 0.325 0.591 -0.960 -0.41
C -1.101 0.346 -0.515 -0.09
C -1.135 -0.902 0.292 -0.28
N -0.785 0.359 0.949 -0.36
H 1.064 1.440 0.982 0.25
H 0.734 -0.210 -1.582 0.22
H 0.545 1.559 -1.411 0.23
H -1.958 0.911 -0.882 0.22
H -0.272 -1.599 0.296 0.21
H -2.096 -1.349 0.539 0.22
```

ORCA calculation (ωB97M-V/def2-TZVPD) on a molecular structure, C46H46MgN5P2SSb.

As for the frontier orbital gap: 6.56 eV. As for the largest force on an atom: 0.830 eV Å⁻¹. The calculation puts the HOMO energy at -6.9 eV. Its spin multiplicity is 1. As for the relative energy (zero: lowest compared OMol25 entry of this formula, charge and spin): 0.302 eV.

The geometry in XYZ format:
```
102
Properties=species:S:1:pos:R:3:lowdin_charge:R:1
Mg -0.029 -1.045 0.233 0.31
C 2.606 0.075 -1.266 -0.28
P 2.330 0.014 0.546 1.05
C 2.814 1.636 1.202 -0.39
C 3.722 2.487 0.576 -0.13
C 4.035 3.716 1.140 -0.12
C 3.438 4.107 2.330 -0.08
C 2.524 3.269 2.956 -0.08
C 2.211 2.041 2.393 -0.09
C 3.640 -1.125 1.109 -0.33
C 3.390 -2.496 1.059 -0.09
C 4.374 -3.399 1.430 -0.07
C 5.610 -2.946 1.868 -0.09
C 5.862 -1.583 1.931 -0.09
C 4.883 -0.676 1.551 -0.08
C 2.121 -1.227 -1.848 -0.42
C 2.657 -1.903 -2.922 -0.07
C 1.863 -3.059 -3.105 -0.07
C 0.887 -3.020 -2.131 -0.40
C -0.217 -4.015 -1.939 -0.30
P -0.896 -4.053 -0.230 1.05
C -1.974 -5.531 -0.387 -0.37
C -1.486 -6.732 0.125 -0.11
C -2.214 -7.906 -0.001 -0.09
C -3.451 -7.889 -0.629 -0.09
C -3.953 -6.697 -1.132 -0.09
C -3.219 -5.526 -1.014 -0.08
C -2.139 -2.695 -0.286 -0.43
C -2.372 -1.877 -1.390 -0.11
C -3.319 -0.857 -1.338 -0.09
C -4.047 -0.645 -0.180 -0.08
C -3.823 -1.451 0.933 -0.06
C -2.873 -2.454 0.883 -0.14
N 1.036 -1.912 -1.337 -0.04
H 3.655 0.230 -1.526 0.09
H 2.031 0.933 -1.639 0.05
H 4.190 2.190 -0.355 0.11
H 4.745 4.370 0.650 0.10
H 3.683 5.067 2.768 0.10
H 2.051 3.575 3.881 0.11
H 1.481 1.396 2.871 0.09
H 2.428 -2.860 0.720 0.08
H 4.169 -4.461 1.382 0.11
H 6.374 -3.653 2.164 0.10
H 6.823 -1.223 2.276 0.10
H 5.089 0.385 1.610 0.09
H 3.524 -1.604 -3.491 0.09
H 1.986 -3.832 -3.849 0.09
H 0.148 -5.028 -2.128 0.09
H -1.031 -3.861 -2.655 0.08
H -0.527 -6.741 0.632 0.10
H -1.820 -8.831 0.401 0.10
H -4.025 -8.802 -0.721 0.10
H -4.920 -6.679 -1.619 0.10
H -3.621 -4.600 -1.408 0.10
H -1.811 -2.021 -2.304 0.10
H -3.477 -0.229 -2.206 0.11
H -4.788 0.144 -0.139 0.10
H -4.381 -1.283 1.846 0.11
H -2.680 -3.059 1.761 0.09
N -0.435 -0.639 4.648 0.07
C -0.559 -0.677 3.299 -0.86
S -0.062 -2.119 2.500 0.62
N -1.069 0.431 2.777 0.01
N -1.113 0.411 1.428 -0.01
C -1.727 1.366 0.828 -0.19
C -2.389 2.495 1.528 -0.19
C -1.615 3.508 2.085 -0.03
C -2.225 4.579 2.719 -0.07
C -3.610 4.643 2.804 -0.09
C -4.384 3.631 2.256 -0.08
C -3.775 2.559 1.617 -0.03
C -1.695 1.325 -0.649 -0.25
C -2.402 2.230 -1.433 -0.03
C -2.309 2.132 -2.812 -0.06
C -1.505 1.153 -3.374 -0.05
C -0.824 0.295 -2.524 -0.12
N -0.927 0.374 -1.200 0.06
H -0.221 -1.490 5.134 0.08
H -0.895 0.112 5.137 0.10
H -0.534 3.444 2.024 0.10
H -1.619 5.365 3.151 0.10
H -4.085 5.479 3.300 0.10
H -5.463 3.673 2.327 0.10
H -4.374 1.763 1.191 0.10
H -3.008 2.992 -0.964 0.12
H -2.855 2.822 -3.442 0.12
H -1.396 1.053 -4.444 0.11
H -0.171 -0.485 -2.900 0.12
C -0.623 5.480 -1.786 -0.34
Sb 0.874 4.024 -1.259 1.27
C 2.444 5.479 -1.051 -0.35
C 1.380 3.579 -3.305 -0.33
H -0.183 6.254 -2.414 0.00
H -1.040 5.935 -0.888 0.00
H -1.429 4.992 -2.333 -0.02
H 2.338 6.235 -1.829 0.00
H 3.411 4.989 -1.154 -0.01
H 2.400 5.954 -0.071 0.00
H 1.715 4.489 -3.803 0.00
H 0.504 3.187 -3.820 -0.02
H 2.171 2.831 -3.352 -0.01
```

ORCA calculation (ωB97M-V/def2-TZVPD) on C4H4Cl2O in the gas phase.

As for the frontier orbital gap: 8.25 eV. As for the largest force on an atom: 3.684 eV Å⁻¹. The calculation puts the HOMO energy at -8.4 eV. Its structure (SMILES) is CC(Cl)(Cl)C1=CO1. Its spin multiplicity is 1. As for the relative energy (zero: lowest compared OMol25 entry of this formula, charge and spin): 4.019 eV.

The geometry in XYZ format:
```
11
Properties=species:S:1:pos:R:3:nbo_charge:R:1
C -0.140 -1.374 0.599 -0.66
C 0.606 -0.304 -0.079 -0.05
Cl 1.792 0.180 1.337 -0.10
Cl 1.618 -0.749 -1.390 0.08
C -0.179 0.920 -0.478 0.20
C -0.665 2.002 -1.034 0.11
O -1.487 1.427 -0.019 -0.54
H 0.441 -2.283 0.926 0.25
H -0.862 -1.690 -0.132 0.23
H -0.613 -1.130 1.598 0.26
H -0.511 3.001 -1.328 0.23
```

ORCA calculation (ωB97M-V/def2-TZVPD) on a molecular structure, C37H40BInO12PS.

As for the frontier orbital gap: 3.61 eV. As for the largest force on an atom: 2.773 eV Å⁻¹. The calculation puts the HOMO energy at -4.1 eV. Its spin multiplicity is 1. Its charge is -1.

The geometry in XYZ format:
```
93
Properties=species:S:1:pos:R:3:lowdin_charge:R:1
C 5.986 -2.799 -0.726 -0.22
C 4.497 -2.222 -0.817 -0.50
P 3.944 -2.348 -2.618 0.77
C 3.639 -0.666 -3.389 -0.50
C 2.412 0.147 -2.807 -0.18
In 2.071 -4.003 -3.007 0.55
C 0.187 -3.627 -1.853 -0.29
C -0.416 -2.164 -1.998 -0.24
C -0.508 -1.549 -0.555 -0.20
C 0.664 -1.399 0.289 -0.04
C 0.598 -0.869 1.651 -0.08
C -0.707 -0.499 2.170 -0.13
C -1.876 -0.626 1.319 -0.08
C -1.811 -1.151 -0.032 -0.03
B 1.737 -4.238 -5.254 -0.59
O 1.071 -5.345 -5.853 0.03
O 2.248 -3.221 -6.130 0.00
S 2.941 -6.258 -2.174 0.49
C 4.259 -5.990 -0.893 -0.22
O 1.824 -6.948 -1.465 -0.49
O 3.505 -7.074 -3.276 -0.48
H 6.124 -3.475 -1.615 0.02
H 6.759 -1.997 -0.835 0.06
H 6.144 -3.444 0.176 0.06
H 4.515 -1.178 -0.410 0.06
H 3.794 -2.808 -0.163 0.03
H 4.560 -0.048 -3.182 0.06
H 3.573 -0.718 -4.508 0.06
H 1.546 0.075 -3.528 0.07
H 2.651 1.231 -2.685 0.04
H 2.064 -0.265 -1.822 0.04
H -0.602 -4.358 -2.169 0.04
H 0.389 -3.833 -0.769 0.04
H -1.479 -2.249 -2.358 0.09
H 0.125 -1.498 -2.713 0.07
H 1.669 -1.703 -0.096 0.09
H 1.529 -0.798 2.250 0.10
H -0.803 -0.122 3.211 0.08
H -2.864 -0.327 1.731 0.08
H -2.718 -1.257 -0.660 0.10
H 0.121 -5.120 -5.815 0.08
H 1.688 -2.432 -6.020 0.07
H 4.374 -6.875 -0.217 0.06
H 5.246 -5.736 -1.365 0.05
H 3.992 -5.117 -0.241 0.04
C -1.664 1.311 6.757 0.03
C -1.738 0.943 8.034 0.02
C -2.621 -0.166 8.465 -0.39
O -2.690 -0.500 9.630 0.10
C -3.417 -0.850 7.420 0.02
C -3.344 -0.482 6.143 0.03
C -2.461 0.626 5.713 -0.37
O -2.391 0.961 4.548 0.08
H -1.025 2.119 6.423 0.12
H -1.162 1.431 8.811 0.12
H -4.056 -1.658 7.753 0.12
H -3.919 -0.971 5.366 0.12
C -8.276 1.292 1.312 0.02
C -7.756 0.075 1.454 0.02
C -6.504 -0.142 2.215 -0.39
O -6.028 -1.250 2.344 0.11
C -5.854 1.047 2.813 0.02
C -6.374 2.265 2.672 0.02
C -7.626 2.481 1.911 -0.39
O -8.103 3.591 1.783 0.10
H -9.190 1.470 0.759 0.12
H -8.218 -0.805 1.024 0.12
H -4.939 0.870 3.367 0.10
H -5.912 3.144 3.102 0.12
C 2.000 3.614 -5.803 0.02
C 1.073 4.567 -5.886 0.02
C 0.782 5.457 -4.737 -0.38
O -0.066 6.324 -4.811 0.10
C 1.564 5.248 -3.497 0.00
C 2.491 4.297 -3.416 0.02
C 2.781 3.408 -4.560 -0.39
O 3.626 2.541 -4.483 0.10
H 2.226 2.953 -6.630 0.12
H 0.493 4.733 -6.785 0.12
H 1.340 5.905 -2.672 0.10
H 3.070 4.130 -2.517 0.12
C 0.272 2.993 0.349 0.04
C 0.272 2.496 1.585 0.04
C 0.437 3.377 2.765 -0.37
O 0.439 2.929 3.894 0.10
C 0.599 4.830 2.517 0.02
C 0.599 5.324 1.281 0.02
C 0.434 4.443 0.102 -0.36
O 0.432 4.896 -1.029 0.08
H 0.154 2.364 -0.525 0.13
H 0.154 1.437 1.784 0.07
H 0.717 5.458 3.391 0.12
H 0.717 6.382 1.081 0.12
```

ORCA calculation (ωB97M-V/def2-TZVPD) on a molecular structure, C13H33BaF6O10.

As for the frontier orbital gap: 6.46 eV. As for the largest force on an atom: 3.531 eV Å⁻¹. The calculation puts the HOMO energy at -4.1 eV. Its spin multiplicity is 1. Its charge is -1.

The geometry in XYZ format:
```
63
Properties=species:S:1:pos:R:3:lowdin_charge:R:1
Ba 17.731 -19.715 3.880 2.02
O 18.944 -20.707 6.033 -0.64
H 19.524 -20.051 6.419 -0.16
C 21.398 -20.160 2.324 -0.50
O 22.533 -20.793 2.961 -0.09
O 20.331 -20.391 3.108 -0.31
C 21.707 -18.692 1.996 -0.52
F 20.703 -18.167 1.228 0.09
F 21.773 -17.907 3.088 0.13
F 22.859 -18.561 1.303 0.11
C 23.559 -21.272 2.107 -0.29
C 24.591 -21.943 3.013 -0.09
H 24.070 -22.599 3.714 0.07
H 25.315 -22.456 2.379 0.06
H 25.113 -21.280 3.707 0.07
H 23.988 -20.441 1.544 0.10
H 23.184 -22.027 1.407 0.11
H 21.229 -20.742 1.401 0.14
C 13.981 -19.606 2.537 -0.47
O 14.371 -19.809 1.154 -0.13
O 15.127 -19.444 3.221 -0.34
C 12.994 -18.442 2.714 -0.57
F 11.923 -18.639 1.899 0.10
F 12.543 -18.365 3.965 0.15
F 13.563 -17.265 2.427 0.15
C 13.458 -20.393 0.247 -0.28
C 14.327 -20.871 -0.917 -0.08
H 14.817 -20.063 -1.466 0.07
H 15.071 -21.625 -0.654 0.07
H 13.736 -21.349 -1.710 0.07
H 12.703 -19.716 -0.160 0.11
H 12.955 -21.264 0.684 0.12
H 13.555 -20.585 2.817 0.14
C 19.627 -16.434 5.271 -0.16
O 19.428 -17.806 5.015 -0.24
H 18.723 -15.918 5.588 0.06
H 20.309 -16.226 6.107 0.08
H 20.091 -15.963 4.399 0.08
H 20.295 -18.230 5.085 0.08
C 17.371 -15.855 2.818 -0.16
O 17.784 -17.130 2.420 -0.19
H 16.737 -15.931 3.709 0.08
H 18.179 -15.193 3.144 0.07
H 16.681 -15.373 2.116 0.08
H 18.237 -17.071 1.574 0.08
C 16.598 -17.559 7.017 -0.17
O 16.673 -18.742 6.279 -0.25
H 16.777 -16.664 6.419 0.06
H 15.605 -17.410 7.457 0.08
H 17.326 -17.472 7.831 0.09
H 16.784 -19.490 6.882 0.07
C 16.199 -22.742 2.439 -0.15
O 16.831 -22.333 3.635 -0.23
H 15.863 -23.787 2.510 0.08
H 15.338 -22.110 2.245 0.07
H 16.883 -22.809 1.584 0.08
H 17.472 -23.006 3.891 0.10
C 18.111 -19.799 -0.186 -0.14
O 17.473 -19.911 1.075 -0.25
H 17.655 -18.994 -0.776 0.08
H 19.158 -19.508 -0.104 0.07
H 18.065 -20.760 -0.708 0.08
H 16.542 -20.089 0.860 0.05
```

ORCA calculation (ωB97M-V/def2-TZVPD) on C3H6OS in the gas phase.

As for the frontier orbital gap: 9.78 eV. As for the largest force on an atom: 4.342 eV Å⁻¹. The calculation puts the HOMO energy at -9.2 eV. Its structure (SMILES) is O=CCCS. Its spin multiplicity is 1. As for the relative energy (zero: lowest compared OMol25 entry of this formula, charge and spin): 1.911 eV.

The geometry in XYZ format:
```
11
Properties=species:S:1:pos:R:3:nbo_charge:R:1
O -0.366 1.354 -2.186 -0.48
C -0.732 1.081 -1.100 0.47
C -0.872 -0.502 -0.524 -0.52
C -0.602 -0.518 0.998 -0.49
S 1.261 -0.541 1.145 -0.10
H -1.169 1.744 -0.359 0.09
H -0.041 -0.963 -0.938 0.23
H -1.801 -0.943 -0.715 0.22
H -1.067 -1.201 1.720 0.23
H -0.801 0.463 1.319 0.20
H 0.875 -1.640 1.899 0.15
```

ORCA calculation (ωB97M-V/def2-TZVPD) on a molecular structure, C3HNO.

As for the frontier orbital gap (spin up / spin down): 6.96 / 8.50 eV. As for the largest force on an atom: 3.122 eV Å⁻¹. The calculation puts the HOMO energy (spin up / spin down) at -9.5 / -9.9 eV. Its spin multiplicity is 1. As for the relative energy (zero: lowest compared OMol25 entry of this formula, charge and spin): 5.592 eV.

The geometry in XYZ format:
```
6
Properties=species:S:1:pos:R:3:nbo_charge:R:1
C -1.142 -0.726 0.002 0.27
C -1.320 0.810 -0.080 0.13
C 0.748 0.007 -0.110 0.39
N 0.046 -1.116 -0.051 -0.52
O -0.024 1.099 -0.020 -0.46
H 1.692 -0.075 0.259 0.19
```

What did the fourth record say?
ORCA calculation (ωB97M-V/def2-TZVPD) on C4H4Cl2O in the gas phase.

As for the frontier orbital gap: 8.25 eV. As for the largest force on an atom: 3.684 eV Å⁻¹. The calculation puts the HOMO energy at -8.4 eV. Its structure (SMILES) is CC(Cl)(Cl)C1=CO1. Its spin multiplicity is 1. As for the relative energy (zero: lowest compared OMol25 entry of this formula, charge and spin): 4.019 eV.

The geometry in XYZ format:
```
11
Properties=species:S:1:pos:R:3:nbo_charge:R:1
C -0.140 -1.374 0.599 -0.66
C 0.606 -0.304 -0.079 -0.05
Cl 1.792 0.180 1.337 -0.10
Cl 1.618 -0.749 -1.390 0.08
C -0.179 0.920 -0.478 0.20
C -0.665 2.002 -1.034 0.11
O -1.487 1.427 -0.019 -0.54
H 0.441 -2.283 0.926 0.25
H -0.862 -1.690 -0.132 0.23
H -0.613 -1.130 1.598 0.26
H -0.511 3.001 -1.328 0.23
```

Question: What is the formula in the fifth record?
Answer: C37H40BInO12PS